(1)
Here is an isolated ion of composition C9H9N2 and charge +1 at a distorted geometry from OMol25. Energies are from ωB97M-V with the def2-TZVPD basis set.

Structure (XYZ):
```
20
Properties=species:S:1:pos:R:3:forces:R:3
C 0.2233 1.0298 -2.0647 2.5 1.3 0.1
N -0.0951 1.5933 -0.9738 -0.8 -0.6 -1.3
C 0.3155 2.7235 -0.3623 0.1 1.8 2.2
C 0.6678 2.6766 0.9494 1.1 -2.0 -1.2
C 0.8150 1.3283 1.5352 -1.6 0.8 0.7
C 0.1914 0.2623 1.0973 -0.2 -1.0 -0.2
C -0.1852 -1.0160 0.8110 3.4 1.5 -0.1
C 0.7329 -2.0385 0.3958 0.3 0.0 -0.3
C 0.0477 -3.2088 0.2379 -0.6 -0.3 0.1
C -1.2536 -2.8862 0.6494 -1.3 0.1 -0.8
N -1.4021 -1.5986 0.8954 0.5 0.2 0.5
H -0.3279 0.1619 -2.3646 -0.2 -0.4 -0.2
H 1.1928 1.3196 -2.6624 -2.1 -0.3 0.9
H 0.1247 3.7691 -0.6533 0.0 -0.8 -1.1
H 1.0210 3.5280 1.4772 0.1 0.5 0.3
H 1.0906 1.2581 2.5983 0.2 -0.1 -0.4
H 1.7823 -1.9307 0.2030 0.2 0.4 0.0
H 0.3521 -4.1698 -0.1921 0.0 0.6 0.6
H -2.1750 -3.3911 0.6618 -0.6 -1.4 0.0
H -2.1820 -1.0623 1.1993 -0.9 -0.2 0.2
```
Positions in Å, forces in eV/Å.

## Properties
**Total charge**: +1
**Maximum force**: 0.0728 Eh/bohr
**SMILES**: C=N/C=C\C=C=C1C=CC=[NH+]1
**Gap between HOMO and LUMO**: 7.39 eV
**Highest occupied orbital energy**: -0.45572 Eh
**E**: -12448.72500 eV

Here are the Löwdin charges for atoms 1 to 5, given in e: 0.05, -0.01, -0.14, -0.05, -0.03

---

(2)
Here is C17H7BiCl5F6N2O7 as an isolated structure from OMol25. Energies are from ωB97M-V with the def2-TZVPD basis set.

Structure (XYZ):
```
45
Properties=species:S:1:pos:R:3:forces:R:3
Bi 1.5831 0.7576 0.2280 0.0 -0.1 -0.1
Cl -3.2518 1.3412 -6.3282 0.0 0.0 0.0
C -2.2300 1.2763 -4.9608 0.0 0.0 -0.1
C -2.4385 2.0915 -3.8909 0.0 -0.1 0.1
Cl -3.7631 3.1660 -3.8442 0.0 0.1 0.0
C -1.6666 1.8900 -2.7013 0.2 0.3 -0.2
Cl -1.7729 3.0299 -1.4224 0.0 0.0 0.0
C -0.4628 1.0759 -2.7302 -0.1 -0.2 0.0
O 0.2676 0.9610 -1.7230 0.1 0.2 0.1
C -0.2394 0.3002 -3.9144 0.1 0.0 0.1
Cl 1.1518 -0.6935 -3.9394 0.0 0.0 0.0
C -1.1061 0.3693 -4.9670 -0.1 0.0 -0.1
Cl -0.8555 -0.6047 -6.3349 0.0 0.0 0.0
O -0.3043 1.4729 1.0720 0.0 0.0 0.0
C -0.6602 1.5549 2.2800 0.0 0.0 0.0
C 0.0898 1.2846 3.4391 0.0 0.0 0.0
C -0.5931 1.3926 4.6732 0.0 0.0 0.0
C 0.0683 1.1101 5.8248 0.0 0.0 0.0
C 1.4190 0.7234 5.8205 0.0 0.0 0.0
C 2.1022 0.6202 4.6395 0.0 0.0 0.0
C 1.4597 0.8912 3.4151 0.0 0.0 0.0
O 2.1387 0.7845 2.3086 0.0 0.0 0.1
N -0.6478 1.2093 7.1074 0.0 -0.1 0.0
O -0.0240 0.9328 8.1079 0.0 0.0 0.0
O -1.8103 1.5509 7.0678 0.0 0.0 0.0
H -1.6943 1.8799 2.4281 0.0 0.0 0.0
H -1.6334 1.6887 4.7092 0.0 0.0 0.0
H 1.8992 0.5106 6.7655 0.0 0.0 0.0
H 3.1414 0.3246 4.6139 0.0 0.0 0.0
O -3.1874 -0.3152 -2.5882 -0.1 0.0 -0.1
N -2.6806 0.3564 -1.8619 0.0 -0.1 0.1
C 1.4642 -3.5208 0.9220 0.0 0.0 0.0
C 0.5445 -2.3853 0.4910 0.0 0.0 -0.1
O 1.3042 -1.2486 0.2086 0.0 0.0 0.1
C -0.1858 -2.7761 -0.8136 0.0 0.0 0.0
F 0.7021 -3.0846 -1.7577 0.0 0.0 0.0
F -0.9348 -1.7577 -1.2909 0.0 0.0 0.0
F -0.9959 -3.8211 -0.6435 0.0 0.0 0.0
C -0.4643 -2.0982 1.6195 0.0 0.0 0.0
F -1.1644 -3.1732 1.9634 0.0 0.0 0.0
F -1.3376 -1.1272 1.2898 0.0 0.0 0.0
F 0.1969 -1.6697 2.7083 0.0 0.0 0.0
H 2.2038 -3.6863 0.1429 0.0 0.0 0.0
H 0.9037 -4.4389 1.0884 0.0 0.0 0.0
H 1.9741 -3.2371 1.8400 0.0 0.0 0.0
```
Positions in Å, forces in eV/Å.

## Properties
**Total charge**: +1
**Maximum force**: 0.0080 Eh/bohr
**Gap between HOMO and LUMO**: 7.07 eV
**Highest occupied orbital energy**: -0.44014 Eh
**E**: -119801.33429 eV

Here are the Löwdin charges for atoms 1 to 5, given in e: 2.05, 0.75, -0.71, -0.74, 0.76

---

(3)
Here is C55H39ClF9N5O6PRh as an isolated structure from OMol25. Energies are from ωB97M-V with the def2-TZVPD basis set.

Structure (XYZ):
```
117
Properties=species:S:1:pos:R:3:forces:R:3
Rh 0.3097 0.1791 0.2713 -0.1 -0.4 -0.5
C 3.6299 3.8665 3.0034 0.0 0.0 0.0
C 3.3650 3.4784 1.5557 0.0 -0.1 0.1
C 3.7377 4.6491 0.6960 0.1 0.1 -0.1
C 3.8005 4.6875 -0.6333 0.0 0.1 0.2
C 3.3539 3.6501 -1.5384 -0.1 -0.1 -0.1
C 2.8446 2.4474 -1.2415 0.1 0.1 0.0
C 2.3756 1.5869 -2.3852 0.1 0.0 0.0
C 2.7710 1.8733 0.1800 -0.1 -0.1 -0.2
N 2.2699 0.5041 0.1228 0.0 0.5 0.2
C 3.1176 -0.4641 -0.3155 -0.2 -0.1 0.0
O 4.3250 -0.3824 -0.4292 0.0 0.0 0.0
C 2.3224 -1.6405 -0.8053 0.0 0.1 0.2
C 2.8173 -2.7892 -1.3803 0.0 0.0 0.0
C 1.9120 -3.6794 -1.9538 0.0 0.1 0.0
C 0.5619 -3.3664 -1.9778 -0.1 0.1 0.0
C 0.1453 -2.1848 -1.3874 -0.1 0.2 -0.1
N 1.0138 -1.3820 -0.7909 0.3 -0.2 0.2
C -1.2351 -1.5938 -1.4841 0.1 -0.4 -0.1
O -2.1364 -2.2032 -2.0356 0.1 0.1 0.1
N -1.2566 -0.3484 -0.9626 -0.2 0.3 0.2
C -2.5037 0.3442 -0.9556 0.1 0.2 -0.2
C -3.5605 -0.1218 -0.1721 0.0 0.0 0.1
C -3.4526 -1.3931 0.6161 0.0 -0.1 0.0
C -4.7318 0.6241 -0.1360 0.0 0.1 0.0
C -4.8600 1.7940 -0.8690 0.0 -0.1 0.0
C -3.8119 2.2260 -1.6665 0.0 0.0 0.0
C -2.6238 1.5063 -1.7233 0.0 0.0 0.0
C -1.5060 1.9492 -2.6210 0.0 0.0 -0.1
H 3.2058 4.8531 3.2059 0.0 0.0 0.0
H 4.7067 3.9330 3.1737 0.0 0.0 0.0
H 3.2206 3.1690 3.7232 0.0 -0.1 0.1
H 4.0484 5.5338 1.2418 0.0 0.0 0.0
H 4.1438 5.6048 -1.0974 0.0 0.0 0.0
H 3.3725 3.9224 -2.5882 0.0 0.0 0.0
H 2.3216 2.1831 -3.2965 0.0 0.0 0.0
H 1.3917 1.1594 -2.2046 -0.1 0.0 0.0
H 3.0706 0.7639 -2.5714 0.0 0.0 0.0
H 3.8873 -2.9438 -1.3884 0.0 0.0 0.0
H 2.2656 -4.5925 -2.4144 0.0 0.0 0.0
H -0.1849 -3.9811 -2.4617 0.0 0.0 0.0
H -2.4787 -1.4888 1.1002 0.0 0.0 0.0
H -3.5647 -2.2595 -0.0406 0.0 0.1 0.0
H -4.2241 -1.4344 1.3832 0.0 0.0 0.0
H -5.5513 0.2819 0.4840 0.0 0.0 0.0
H -5.7803 2.3626 -0.8272 0.0 0.0 0.0
H -3.9132 3.1281 -2.2594 0.0 0.0 0.0
H -1.7193 2.9343 -3.0375 0.0 0.0 0.0
H -1.3722 1.2509 -3.4513 0.0 0.0 0.0
H -0.5604 1.9961 -2.0817 0.0 0.0 0.0
O -2.4344 0.9996 5.5555 0.0 0.0 0.3
C -1.4768 0.1333 5.8308 0.0 0.1 0.1
O -1.1002 -0.0705 6.9563 0.0 0.0 0.0
C -0.8577 -0.5843 4.6776 0.1 -0.2 0.0
C -0.0243 -1.6850 4.7970 -0.1 0.0 0.0
Cl 0.3521 -2.5720 6.1899 0.1 0.0 -0.1
N 0.3887 -2.0383 3.5502 0.0 0.2 0.1
N -0.1267 -1.2038 2.6305 -0.2 0.0 -0.1
C -0.8952 -0.3495 3.2845 0.2 -0.1 0.1
C -1.6550 0.6708 2.5067 0.2 0.1 -0.2
O -2.6234 1.2299 3.0049 0.0 0.0 -0.1
O -1.2527 0.9278 1.3074 0.0 0.0 0.2
C 1.1205 -3.1760 3.0860 -0.1 -0.1 0.0
C 0.7220 -3.7348 1.8752 0.0 -0.1 0.1
C 1.3857 -4.8479 1.3894 0.0 0.0 0.0
C 2.4387 -5.4033 2.1019 0.0 0.0 0.0
C 2.8256 -4.8365 3.3047 0.0 0.0 0.0
C 2.1710 -3.7212 3.8068 0.1 0.1 -0.2
H -2.6134 1.0710 4.5825 -0.1 0.0 -0.2
H -0.1215 -3.3162 1.3439 0.0 0.0 0.0
H 1.0624 -5.2909 0.4572 0.0 0.0 0.0
H 2.9517 -6.2776 1.7235 0.0 0.0 0.0
H 3.6548 -5.2520 3.8616 0.0 0.0 0.0
H 2.5128 -3.2684 4.7198 0.0 0.1 0.1
F 2.3601 9.1018 -2.2770 -0.2 0.0 0.0
C 1.0844 8.6705 -2.3992 0.0 0.1 -0.1
F 0.3015 9.6227 -1.8544 0.1 -0.1 -0.1
F 0.8048 8.6238 -3.7140 0.1 0.0 0.2
C 0.8942 7.3440 -1.7232 0.0 0.0 0.0
C 0.5831 6.2108 -2.4539 0.0 0.1 0.0
C 0.4454 4.9944 -1.7998 0.0 0.0 0.0
C 0.6236 4.9064 -0.4271 0.1 0.1 0.0
C 0.9115 6.0623 0.2987 -0.1 0.0 0.0
C 1.0509 7.2767 -0.3422 0.0 0.0 0.0
P 0.3958 3.2888 0.4001 0.1 0.2 0.0
C 1.9869 2.7528 1.2181 0.0 -0.1 -0.2
C 4.0777 2.1935 0.9840 -0.1 0.1 -0.1
C 4.4636 1.1681 1.9772 0.0 -0.1 0.2
C 3.6587 0.6299 2.8959 0.0 0.1 -0.1
C 2.2545 0.9692 3.0707 -0.2 0.1 -0.1
C 1.5498 1.8680 2.3668 0.0 -0.1 0.2
C 4.2426 -0.4407 3.7704 0.1 -0.1 0.1
F 4.3237 -1.6217 3.1159 0.0 0.0 0.1
F 5.4913 -0.1448 4.1830 -0.2 -0.1 0.0
F 3.4983 -0.6597 4.8788 0.2 0.0 -0.2
C -0.7680 3.8674 1.6813 -0.1 -0.1 0.0
C -2.0946 3.9343 1.2521 0.0 -0.1 0.0
C -3.0949 4.3311 2.1160 0.0 0.0 0.0
C -2.7775 4.6557 3.4286 0.1 0.0 0.0
C -1.4659 4.6016 3.8697 -0.1 0.0 0.1
C -0.4633 4.2138 2.9929 0.1 0.1 0.0
C -3.8909 5.0328 4.3611 -0.1 0.0 0.0
F -3.4396 5.4379 5.5604 -0.1 0.0 -0.1
F -4.7279 3.9987 4.5719 0.1 0.1 0.0
F -4.6368 6.0398 3.8525 0.1 -0.1 0.1
H 0.4471 6.2742 -3.5248 0.0 0.0 0.0
H 0.2120 4.1049 -2.3698 0.0 0.0 0.0
H 1.0208 6.0117 1.3755 0.0 0.0 0.0
H 1.2795 8.1722 0.2216 0.0 0.0 0.0
H 4.9237 2.4139 0.3393 0.0 0.0 0.0
H 5.4870 0.8183 1.9208 0.0 0.0 0.0
H 1.7300 0.4628 3.8722 0.0 0.0 0.0
H 0.5291 1.9952 2.6981 0.0 0.0 0.0
H -2.3539 3.6325 0.2427 0.0 0.0 0.0
H -4.1236 4.3593 1.7806 0.0 0.0 0.0
H -1.2244 4.8566 4.8927 0.0 0.0 0.0
H 0.5620 4.1950 3.3485 0.0 0.0 0.0
```
Positions in Å, forces in eV/Å.

## Properties
**Maximum force**: 0.0139 Eh/bohr
**Gap between HOMO and LUMO (alpha / beta)**: 6.27 / 6.18 eV
**Highest occupied orbital energy (alpha / beta)**: -0.31250 / -0.31223 Eh
**E**: -126681.72526 eV

Here are the Löwdin charges for atoms 1 to 5, given in e: 1.28, -0.02, -0.33, -0.04, -0.07

---

(4)
Here is a 2-piece molecular cluster, C3H8N2O overall at a distorted geometry from OMol25. Energies are from ωB97M-V with the def2-TZVPD basis set.

Structure (XYZ):
```
14
Properties=species:S:1:pos:R:3:forces:R:3
H -0.7636 -0.0455 -1.9897 0.6 0.0 -0.5
N -0.2448 -0.6281 -1.3451 0.2 -0.2 1.0
C 0.3522 -1.6162 -1.8921 -2.2 1.2 -0.4
N 0.9382 -2.6224 -1.1904 0.8 0.1 -0.4
H 0.2385 -1.6486 -2.9796 0.6 -1.0 0.1
H 0.6859 -3.5585 -1.4443 0.3 -0.1 -0.1
H 1.1518 -2.4456 -0.2253 -0.4 0.0 0.2
C -0.3310 2.2328 2.4729 -0.1 0.8 0.7
C -0.1064 1.6750 1.3039 -0.3 -0.6 0.3
O -0.8152 1.8684 0.1560 0.0 -0.1 0.3
H 0.2358 1.8973 3.3281 0.3 0.0 -0.1
H -1.0253 3.0392 2.6804 -0.2 -0.2 -0.3
H 0.6391 0.8959 1.2743 0.2 -0.3 -0.4
H -0.9552 0.9565 -0.1492 0.2 0.2 -0.5
```
Positions in Å, forces in eV/Å.

## Properties
**Maximum force**: 0.0490 Eh/bohr
**SMILES**: [H]/N=C/N.C=CO
**Gap between HOMO and LUMO**: 9.64 eV
**Highest occupied orbital energy**: -0.32409 Eh
**E**: -8267.01013 eV

Here are the Löwdin charges for atoms 1 to 5, given in e: 0.05, 0.06, -0.36, 0.07, 0.12

---

(5)
Here is a 3-piece molecular cluster, C12H30O3 overall at a distorted geometry from OMol25. Energies are from ωB97M-V with the def2-TZVPD basis set.

Structure (XYZ):
```
45
Properties=species:S:1:pos:R:3:forces:R:3
C 4.6471 -1.2510 0.0287 0.8 -1.2 -0.8
C 3.3303 -1.9476 0.0478 -0.4 -1.9 2.1
O 2.3442 -0.8813 -0.0192 1.4 -2.6 0.3
C 1.0406 -1.4064 0.0433 1.6 3.1 -5.1
C 0.2083 -0.1841 -0.2406 7.6 5.1 -3.0
H 5.5463 -1.9243 -0.2934 -1.6 0.9 1.2
H 4.7480 -0.7957 1.0974 0.4 0.3 -2.7
H 4.3185 -0.8622 -0.9971 1.7 1.9 1.6
H 3.1741 -2.5508 1.0193 -0.1 0.7 -1.3
H 3.3768 -2.6886 -0.7919 -1.0 0.6 0.3
H 0.7169 -1.8187 0.8630 -0.9 -2.1 5.5
H 0.8937 -2.2421 -0.6815 0.1 0.8 -0.3
H 0.3395 0.7798 0.4294 0.0 -2.4 -0.9
H -0.6654 -0.5304 -0.1887 -7.8 -1.7 -0.3
H 0.5943 0.2785 -1.3994 -1.7 -1.6 3.4
C -1.4743 -0.2282 3.4753 5.7 -3.6 -1.2
C 0.0281 0.2046 3.6211 0.7 3.5 -0.8
O 0.5794 0.3047 4.9117 0.5 -0.9 -0.2
C 2.0031 0.5266 4.8857 -1.4 -0.7 -4.5
C 2.3791 0.6180 6.2503 2.7 -9.9 0.9
H -1.4407 -0.3599 2.3942 -0.4 -0.7 -0.3
H -2.1825 0.4543 3.5571 -3.0 3.2 1.5
H -1.5868 -1.2155 3.9805 -0.4 0.9 -0.4
H 0.2449 1.2946 3.2612 -1.3 -1.3 -0.2
H 0.7564 -0.2763 2.9324 -0.8 -0.9 0.4
H 2.3284 1.5130 4.3653 -1.1 -0.9 0.7
H 2.5285 -0.1990 4.1415 -0.9 0.4 1.6
H 1.9729 1.3845 6.5260 -5.0 8.3 4.0
H 3.3352 0.9210 6.1308 3.9 0.3 0.8
H 2.1606 -0.3053 7.0474 0.8 2.4 -2.5
C -4.4550 2.7439 -5.2240 -3.1 -1.1 3.2
C -4.3299 1.2381 -4.7014 3.1 1.1 -6.0
O -2.8953 1.0762 -4.6348 -0.3 -0.8 1.8
C -2.4700 -0.0272 -3.7816 -3.6 -0.3 -1.2
C -1.1003 -0.2710 -4.0693 3.9 -1.7 2.0
H -4.2085 2.6862 -6.2291 1.6 0.8 -1.7
H -4.0231 3.4413 -4.4326 0.2 -0.9 -1.7
H -5.5426 3.0806 -5.2762 1.0 -0.7 0.3
H -4.6452 0.4002 -5.4437 -0.2 1.7 1.0
H -4.7517 1.0928 -3.8295 -2.2 -0.7 4.6
H -3.1577 -0.9244 -3.9177 0.7 0.8 -0.6
H -2.5429 0.0718 -2.7159 -0.5 1.2 0.8
H -0.8315 -0.4093 -5.1023 0.1 0.6 -0.4
H -0.8232 -1.2673 -3.5957 -0.3 0.9 -0.4
H -0.4686 0.4561 -3.4440 -0.5 -0.7 -1.6
```
Positions in Å, forces in eV/Å.

## Properties
**Maximum force**: 0.2028 Eh/bohr
**SMILES**: CCOCC.CCOCC.CCOCC
**Gap between HOMO and LUMO**: 10.22 eV
**Highest occupied orbital energy**: -0.34552 Eh
**E**: -19064.26168 eV

Here are the Löwdin charges for atoms 1 to 5, given in e: -0.11, -0.35, -0.17, -0.31, -0.07